Formula: C36H42KN7O3PS
Source: the Open Molecules 2025 dataset
Level of theory: ωB97M-V with the def2-TZVPD basis set

Frontier orbital gap in eV: 6.4672
HOMO energy in eV: -4.5
Total charge: -1
Calculated total energy in a.u.: -3345.55713

Positions of all 91 atoms, in Å:
K: 0.8308 0.2192 -0.0506
O: 4.1599 -2.5240 0.0027
S: 2.8858 -2.8272 0.6252
O: 2.8285 -4.1104 1.3164
N: 2.2606 -1.6380 1.4396
C: 2.7341 -1.2933 2.6761
C: 3.7000 -1.9728 3.4111
C: 4.0826 -1.5519 4.6952
C: 3.5311 -0.4557 5.2975
C: 2.5564 0.2855 4.5911
C: 1.9439 1.4414 5.1267
C: 1.0253 2.1348 4.3949
C: 0.7146 1.6718 3.1013
N: 1.2533 0.5998 2.5753
C: 2.1625 -0.1120 3.2905
C: 1.7063 -2.9998 -0.7134
C: 1.4426 -4.5860 -2.7477
C: 0.2328 -5.4272 -3.1115
C: -1.0203 -5.1045 -2.7998
C: -1.4675 -3.9461 -2.0143
C: -0.8278 -3.3998 -0.9806
H: 4.1567 -2.8569 2.9903
H: 4.8374 -2.1287 5.2179
H: 3.8261 -0.1409 6.2912
H: 2.2230 1.7641 6.1241
H: 0.5442 3.0246 4.7791
H: 0.0035 2.2100 2.4786
H: 2.3400 -5.1180 -3.0824
H: 0.4090 -6.3314 -3.6852
H: -1.8125 -5.7519 -3.1656
H: -2.4437 -3.5451 -2.2705
H: -1.3210 -2.5823 -0.4614
C: 1.4354 -3.3832 -4.9012
N: 1.4097 -3.3123 -3.4610
C: 1.5850 -4.3974 -1.2526
C: 0.4726 -3.8265 -0.4157
N: 1.5857 -1.8782 -1.5840
C: 1.4879 -2.1130 -2.8319
H: 2.3520 -3.8671 -5.2572
H: 1.3952 -2.3771 -5.3151
H: 0.5791 -3.9470 -5.2780
H: 2.1864 -5.1490 -0.7612
H: 0.4380 -4.1914 0.6053
H: 1.4311 -1.2553 -3.5004
C: -4.6163 0.3486 -3.1582
C: -3.5971 -0.4034 -2.3028
C: -4.3429 -1.3091 -1.3221
C: -2.4707 0.4681 -1.6840
H: -5.2662 -0.3589 -3.6821
H: -4.1277 0.9709 -3.9123
H: -5.2552 0.9934 -2.5518
H: -3.0791 -1.0866 -2.9922
H: -5.0002 -0.7385 -0.6634
H: -3.6536 -1.8797 -0.6945
H: -4.9655 -2.0256 -1.8664
H: -1.7843 -0.2654 -1.2336
H: -1.9203 0.8819 -2.5427
N: -3.7025 7.1883 -6.0444
C: -2.9125 6.4430 -5.6676
C: -1.9158 5.5188 -5.1955
C: -1.8865 5.1367 -3.8565
C: -0.9132 4.2668 -3.4028
C: 0.0305 3.7620 -4.2970
C: -0.0126 4.1220 -5.6403
C: -0.9758 5.0053 -6.0852
N: 1.0224 2.8772 -3.8325
C: 2.2655 2.6217 -4.3888
C: 2.8558 1.7176 -3.5607
N: 2.0097 1.3993 -2.5205
C: 0.9278 2.1093 -2.7094
H: -2.6249 5.5245 -3.1688
H: -0.8829 3.9676 -2.3602
H: 0.7011 3.6993 -6.3340
H: -1.0132 5.2941 -7.1269
H: 2.6096 3.1232 -5.2754
H: 3.8365 1.2797 -3.6447
H: 0.0685 2.1065 -2.0325
C: -3.4591 0.9870 0.8664
P: -2.5332 2.0003 -0.3831
C: -2.6007 3.5098 0.8508
C: -3.6727 2.9544 -1.4952
O: -0.9915 2.0662 -0.4519
H: -4.5247 1.2209 0.8114
H: -3.1150 1.2465 1.8682
H: -3.3260 -0.0808 0.7140
H: -3.6242 3.8018 1.1247
H: -2.1100 4.3780 0.3992
H: -2.0633 3.2779 1.7746
H: -4.6884 2.8425 -1.1077
H: -3.6503 2.6324 -2.5323
H: -3.4242 4.0150 -1.4407

=====

Formula: C4H5NO2
Source: the Open Molecules 2025 dataset
Level of theory: ωB97M-V with the def2-TZVPD basis set

Frontier orbital gap in eV: 9.3523
HOMO energy in eV: -9.0
SMILES string: C/N=C\OC=C=O
Calculated total energy in a.u.: -360.54559

Positions of all 12 atoms, in Å:
C: 0.3580 0.5734 1.1555
N: 1.5264 -0.0681 0.6055
C: 1.3701 -0.8999 -0.3231
O: 0.2147 -1.2237 -0.9835
C: -0.7541 -0.2614 -1.2363
C: -1.5989 0.3332 -0.4026
O: -2.4097 1.0283 0.0797
H: -0.5878 -0.0301 1.0141
H: 0.2794 1.6095 0.7873
H: 0.4105 0.5892 2.2384
H: 2.1928 -1.5330 -0.6577
H: -1.0014 -0.1172 -2.2773

=====

Formula: C5H7NO
Source: the Open Molecules 2025 dataset
Level of theory: ωB97M-V with the def2-TZVPD basis set

Frontier orbital gap in eV: 7.8611
HOMO energy in eV: -7.5
SMILES string: C/C(=C/[O-])C1=C[NH2+]1
Calculated total energy in a.u.: -324.57368

Positions of all 14 atoms, in Å:
C: -1.6471 0.2340 0.5227
C: -0.4331 -0.4911 0.0059
C: -0.4395 -1.9218 -0.2282
O: 0.5226 -2.5813 -0.5914
C: 0.7466 0.1034 -0.3006
C: 1.9978 0.2832 -0.7485
N: 1.2700 1.4912 -0.1613
H: -2.5622 -0.1777 0.0811
H: -1.6228 1.3010 0.2715
H: -1.7561 0.1567 1.6126
H: -1.4251 -2.4140 -0.0625
H: 2.9665 -0.0278 -0.3891
H: 1.3978 1.8224 0.7937
H: 0.9846 2.2218 -0.8059

=====

Formula: C22H21Cl2F7N4O3PRe
Source: the Open Molecules 2025 dataset
Level of theory: ωB97M-V with the def2-TZVPD basis set

Frontier orbital gap (alpha / beta) in eV: 7.5200 / 7.0827
HOMO energy (alpha / beta) in eV: -13.5 / -13.5
Expectation value of S²: 2.0693
Total charge: +2
Multiplicity: 3
Calculated total energy in a.u.: -3334.47773

Positions of all 61 atoms, in Å:
Re: -0.9116 -0.5410 0.9874
C: -4.8507 -7.2685 1.3886
C: -3.4416 -7.1118 0.8437
N: -3.1049 -5.6964 0.5735
C: -2.4057 -5.0279 1.4834
C: -2.0552 -3.6966 1.3734
C: -1.2420 -3.1362 2.5000
O: -0.9920 -3.7944 3.4666
O: -0.7995 -1.8828 2.3625
C: -2.4759 -2.9874 0.2470
O: -2.2337 -1.7383 0.0375
C: -3.2293 -3.6963 -0.7526
C: -3.6312 -3.0450 -1.9271
C: -4.3089 -3.7318 -2.8857
F: -4.6285 -3.0918 -4.0193
C: -4.6569 -5.0937 -2.7382
C: -4.2677 -5.7271 -1.5698
C: -3.5361 -5.0540 -0.5821
N: -5.3766 -5.8143 -3.7095
C: -6.1240 -5.1271 -4.7649
C: -7.0017 -6.1557 -5.4937
N: -7.2727 -7.3051 -4.5682
C: -6.0103 -8.0848 -4.2923
C: -4.8496 -7.0900 -4.1817
H: -5.0564 -8.3230 1.5677
H: -5.6020 -6.8817 0.6999
H: -4.9563 -6.7406 2.3360
H: -3.2801 -7.6765 -0.0727
H: -2.7087 -7.4706 1.5624
H: -2.0913 -5.5709 2.3662
H: -3.3667 -2.0097 -2.0921
H: -4.5611 -6.7551 -1.4199
H: -5.4823 -4.6527 -5.5101
H: -6.7441 -4.3546 -4.3139
H: -6.5108 -6.5778 -6.3685
H: -7.9507 -5.7254 -5.8035
H: -7.9917 -7.9193 -4.9522
H: -7.6276 -6.9340 -3.6853
H: -5.8720 -8.7886 -5.1106
H: -6.1752 -8.6384 -3.3703
H: -4.3543 -6.9652 -5.1509
H: -4.1046 -7.4805 -3.4948
Cl: -3.9414 0.9728 2.4005
C: -2.7836 2.0817 3.0374
C: -3.1855 3.1328 3.8316
C: -2.2267 4.0097 4.3262
C: -0.8789 3.8525 4.0369
C: -0.4726 2.8004 3.2392
Cl: 1.1847 2.5798 2.8600
C: -1.4246 1.9010 2.7336
N: -1.0299 0.8476 1.9600
H: -4.2328 3.2648 4.0612
H: -2.5399 4.8353 4.9507
H: -0.1419 4.5403 4.4255
F: -0.6591 0.3096 -0.8359
P: 0.6545 -0.7340 -1.7751
F: 0.5974 0.3301 -2.8990
F: 1.6668 0.0981 -0.9133
F: 1.6930 -1.7132 -2.3618
F: 0.4396 -1.7048 -0.3480
F: -0.6084 -1.4983 -2.3378

=====

Formula: C21H19N5OPdS
Source: the Open Molecules 2025 dataset
Level of theory: ωB97M-V with the def2-TZVPD basis set

Frontier orbital gap in eV: 4.6048
HOMO energy in eV: -13.9
Total charge: +2
Calculated total energy in a.u.: -1686.12729

Positions of all 48 atoms, in Å:
Pd: -0.1440 1.0167 -0.5158
S: 3.9557 2.5216 -0.8047
C: 3.9608 0.8579 -1.1892
C: 2.7201 0.2860 -1.1695
C: 1.7509 1.2543 -0.8086
C: 2.2557 2.5007 -0.5866
C: 1.3375 3.5826 -0.3147
C: 1.7043 4.9122 -0.1672
C: 0.7270 5.8708 -0.0020
C: -0.6001 5.4708 0.0000
C: -0.8949 4.1328 -0.1459
N: 0.0368 3.1739 -0.2898
H: 4.8953 0.3762 -1.4320
H: 2.5330 -0.7400 -1.4410
H: 2.7508 5.1823 -0.1992
H: 0.9911 6.9135 0.1097
H: -1.4043 6.1833 0.1094
H: -1.9301 3.8426 -0.1450
C: -2.4520 1.5538 -0.2571
C: -2.6093 0.1914 -0.3309
C: -2.5475 -0.6093 0.8596
C: -2.8951 -1.9267 0.8072
C: -3.3090 -2.4719 -0.4260
C: -3.3776 -1.7248 -1.6125
C: -3.0028 -0.4133 -1.5759
C: -3.6377 -3.8650 -0.4685
N: -3.8561 -4.9928 -0.4907
H: -2.3291 2.0378 0.7037
H: -2.6223 2.1714 -1.1302
H: -2.2546 -0.1441 1.7918
H: -2.8816 -2.5531 1.6882
H: -3.6965 -2.1981 -2.5300
H: -3.0238 0.1953 -2.4711
C: 2.0692 -4.3410 1.5067
N: 1.3541 -3.2067 0.9402
C: 0.7186 -3.1987 -0.3688
C: 0.2704 -1.7567 -0.4448
O: -0.2816 -1.1880 -1.3983
N: 0.5848 -1.1025 0.6797
C: 1.2707 -1.9776 1.4546
N: 1.8147 -1.6200 2.6076
H: 1.6777 -5.2532 1.0637
H: 1.8942 -4.4005 2.5804
H: 3.1395 -4.2800 1.3076
H: -0.1240 -3.8930 -0.4217
H: 1.4159 -3.4392 -1.1739
H: 1.7111 -0.6695 2.9197
H: 2.3339 -2.2620 3.1815

=====

- What is the calculated total energy in the first record?
  -3345.55713 a.u.

=====

What did the second record say?
Formula: C4H5NO2
Source: the Open Molecules 2025 dataset
Level of theory: ωB97M-V with the def2-TZVPD basis set

Frontier orbital gap in eV: 9.3523
HOMO energy in eV: -9.0
SMILES string: C/N=C\OC=C=O
Calculated total energy in a.u.: -360.54559

Positions of all 12 atoms, in Å:
C: 0.3580 0.5734 1.1555
N: 1.5264 -0.0681 0.6055
C: 1.3701 -0.8999 -0.3231
O: 0.2147 -1.2237 -0.9835
C: -0.7541 -0.2614 -1.2363
C: -1.5989 0.3332 -0.4026
O: -2.4097 1.0283 0.0797
H: -0.5878 -0.0301 1.0141
H: 0.2794 1.6095 0.7873
H: 0.4105 0.5892 2.2384
H: 2.1928 -1.5330 -0.6577
H: -1.0014 -0.1172 -2.2773

=====

Please write out number 4 again, unchanged.
Formula: C22H21Cl2F7N4O3PRe
Source: the Open Molecules 2025 dataset
Level of theory: ωB97M-V with the def2-TZVPD basis set

Frontier orbital gap (alpha / beta) in eV: 7.5200 / 7.0827
HOMO energy (alpha / beta) in eV: -13.5 / -13.5
Expectation value of S²: 2.0693
Total charge: +2
Multiplicity: 3
Calculated total energy in a.u.: -3334.47773

Positions of all 61 atoms, in Å:
Re: -0.9116 -0.5410 0.9874
C: -4.8507 -7.2685 1.3886
C: -3.4416 -7.1118 0.8437
N: -3.1049 -5.6964 0.5735
C: -2.4057 -5.0279 1.4834
C: -2.0552 -3.6966 1.3734
C: -1.2420 -3.1362 2.5000
O: -0.9920 -3.7944 3.4666
O: -0.7995 -1.8828 2.3625
C: -2.4759 -2.9874 0.2470
O: -2.2337 -1.7383 0.0375
C: -3.2293 -3.6963 -0.7526
C: -3.6312 -3.0450 -1.9271
C: -4.3089 -3.7318 -2.8857
F: -4.6285 -3.0918 -4.0193
C: -4.6569 -5.0937 -2.7382
C: -4.2677 -5.7271 -1.5698
C: -3.5361 -5.0540 -0.5821
N: -5.3766 -5.8143 -3.7095
C: -6.1240 -5.1271 -4.7649
C: -7.0017 -6.1557 -5.4937
N: -7.2727 -7.3051 -4.5682
C: -6.0103 -8.0848 -4.2923
C: -4.8496 -7.0900 -4.1817
H: -5.0564 -8.3230 1.5677
H: -5.6020 -6.8817 0.6999
H: -4.9563 -6.7406 2.3360
H: -3.2801 -7.6765 -0.0727
H: -2.7087 -7.4706 1.5624
H: -2.0913 -5.5709 2.3662
H: -3.3667 -2.0097 -2.0921
H: -4.5611 -6.7551 -1.4199
H: -5.4823 -4.6527 -5.5101
H: -6.7441 -4.3546 -4.3139
H: -6.5108 -6.5778 -6.3685
H: -7.9507 -5.7254 -5.8035
H: -7.9917 -7.9193 -4.9522
H: -7.6276 -6.9340 -3.6853
H: -5.8720 -8.7886 -5.1106
H: -6.1752 -8.6384 -3.3703
H: -4.3543 -6.9652 -5.1509
H: -4.1046 -7.4805 -3.4948
Cl: -3.9414 0.9728 2.4005
C: -2.7836 2.0817 3.0374
C: -3.1855 3.1328 3.8316
C: -2.2267 4.0097 4.3262
C: -0.8789 3.8525 4.0369
C: -0.4726 2.8004 3.2392
Cl: 1.1847 2.5798 2.8600
C: -1.4246 1.9010 2.7336
N: -1.0299 0.8476 1.9600
H: -4.2328 3.2648 4.0612
H: -2.5399 4.8353 4.9507
H: -0.1419 4.5403 4.4255
F: -0.6591 0.3096 -0.8359
P: 0.6545 -0.7340 -1.7751
F: 0.5974 0.3301 -2.8990
F: 1.6668 0.0981 -0.9133
F: 1.6930 -1.7132 -2.3618
F: 0.4396 -1.7048 -0.3480
F: -0.6084 -1.4983 -2.3378